1.
{"formula": "C34H69N2O15S9", "method": "wB97M-V/def2-TZVPD", "symbols": ["C", "C", "C", "C", "N", "C", "C", "C", "C", "S", "O", "O", "N", "S", "O", "O", "O", "C", "C", "C", "S", "S", "C", "C", "C", "H", "H", "H", "H", "H", "H", "H", "H", "H", "H", "H", "H", "H", "H", "H", "H", "H", "H", "H", "H", "H", "H", "H", "H", "H", "H", "H", "H", "H", "C", "C", "C", "S", "O", "O", "C", "H", "H", "H", "H", "H", "H", "H", "H", "C", "C", "C", "S", "O", "O", "C", "H", "H", "H", "H", "H", "H", "H", "H", "C", "C", "C", "S", "O", "O", "C", "H", "H", "H", "H", "H", "H", "H", "H", "C", "C", "C", "S", "O", "O", "C", "H", "H", "H", "H", "H", "H", "H", "H", "C", "C", "C", "S", "O", "O", "C", "H", "H", "H", "H", "H", "H", "H", "H"], "positions_angstrom": [[-6.941, 3.158, -2.776], [-5.551, 3.205, -2.018], [-4.774, 1.913, -2.411], [-3.278, 1.892, -1.878], [-2.490, 1.139, -2.868], [-1.045, 1.460, -2.806], [-0.235, 0.546, -3.795], [1.117, 1.193, -4.250], [1.740, 2.196, -3.240], [2.291, 1.384, -1.671], [1.569, 2.145, -0.585], [1.940, -0.056, -1.731], [3.938, 1.726, -1.542], [4.552, 1.233, -0.069], [3.739, 0.185, 0.622], [5.883, 0.610, -0.362], [4.914, 2.508, 0.945], [3.741, 2.998, 1.609], [4.120, 3.279, 3.113], [-2.763, -0.269, -2.804], [-3.354, -1.015, -4.172], [-2.547, -1.299, -1.307], [-4.229, -1.612, -0.625], [-4.989, -2.824, -1.264], [-4.999, -4.096, -0.335], [-7.038, 3.972, -3.527], [-6.981, 2.186, -3.326], [-7.797, 3.209, -2.077], [-5.662, 3.274, -0.919], [-5.006, 4.102, -2.380], [-5.266, 0.977, -2.073], [-4.688, 1.873, -3.518], [-2.953, 2.953, -1.860], [-3.280, 1.427, -0.867], [-0.933, 2.504, -3.186], [-0.624, 1.406, -1.777], [0.001, -0.388, -3.243], [-0.864, 0.335, -4.680], [0.952, 1.757, -5.200], [1.811, 0.369, -4.522], [2.680, 2.585, -3.700], [1.123, 3.083, -3.022], [3.444, 3.974, 1.167], [2.860, 2.334, 1.539], [3.386, 4.002, 3.516], [5.154, 3.678, 3.083], [4.058, 2.313, 3.654], [-4.837, -0.704, -0.799], [-4.134, -1.798, 0.465], [-4.653, -3.098, -2.280], [-6.061, -2.521, -1.342], [-4.019, -4.611, -0.376], [-5.254, -3.820, 0.713], [-5.806, -4.800, -0.689], [2.921, -1.517, 6.186], [3.292, -0.190, 5.519], [2.535, 0.920, 6.255], [2.285, 0.333, 7.929], [0.869, 0.150, 8.149], [3.105, 1.101, 8.837], [3.032, -1.272, 7.687], [3.573, -2.328, 5.864], [1.893, -1.786, 5.927], [4.368, -0.024, 5.611], [3.051, -0.191, 4.456], [3.105, 1.847, 6.282], [1.556, 1.099, 5.812], [2.509, -2.016, 8.286], [4.074, -1.203, 7.999], [7.286, 3.920, -1.798], [8.554, 4.631, -2.282], [9.074, 5.482, -1.119], [8.530, 4.661, 0.380], [7.591, 5.523, 1.060], [9.677, 4.097, 1.059], [7.625, 3.353, -0.427], [6.973, 3.135, -2.487], [6.467, 4.640, -1.713], [9.306, 3.887, -2.558], [8.363, 5.245, -3.163], [10.161, 5.547, -1.118], [8.643, 6.482, -1.129], [6.744, 3.093, 0.160], [8.289, 2.491, -0.511], [-8.541, -7.855, 1.905], [-9.834, -8.165, 1.144], [-9.876, -7.247, -0.082], [-8.169, -6.899, -0.504], [-7.923, -5.491, -0.297], [-7.839, -7.561, -1.743], [-7.442, -7.806, 0.850], [-8.330, -8.605, 2.668], [-8.627, -6.885, 2.401], [-9.825, -9.210, 0.822], [-10.715, -8.024, 1.771], [-10.364, -7.725, -0.929], [-10.366, -6.300, 0.143], [-6.540, -7.300, 1.190], [-7.198, -8.805, 0.488], [12.654, 2.114, 2.717], [11.305, 1.503, 2.332], [11.501, -0.014, 2.232], [12.841, -0.421, 3.349], [13.960, -0.905, 2.574], [12.320, -1.157, 4.478], [13.188, 1.256, 3.858], [12.555, 3.158, 3.015], [13.338, 2.070, 1.865], [10.569, 1.729, 3.106], [10.930, 1.914, 1.396], [10.608, -0.559, 2.531], [11.800, -0.315, 1.228], [14.257, 1.376, 4.026], [12.639, 1.442, 4.782], [-10.742, -1.907, -3.909], [-10.726, -1.006, -5.149], [-10.175, 0.357, -4.718], [-9.092, 0.041, -3.325], [-9.663, 0.655, -2.150], [-7.724, 0.276, -3.720], [-9.384, -1.719, -3.243], [-10.918, -2.951, -4.170], [-11.539, -1.588, -3.232], [-10.073, -1.444, -5.908], [-11.719, -0.907, -5.589], [-9.605, 0.834, -5.513], [-10.969, 1.022, -4.381], [-9.363, -2.048, -2.206], [-8.595, -2.213, -3.810]], "lowdin_charge": [-0.1134, -0.2368, -0.2068, -0.1888, -0.2379, -0.1872, -0.1945, -0.2204, -0.2422, 0.6185, -0.4175, -0.3494, -0.3349, 0.5906, -0.3453, -0.3676, -0.3004, -0.2875, -0.0548, -1.0261, 0.6785, 0.8262, -0.4725, -0.2998, -0.1229, 0.0665, 0.0272, 0.0646, 0.1027, 0.0986, 0.0903, 0.1144, 0.1246, 0.1102, 0.1232, 0.1172, 0.1003, 0.0856, 0.1102, 0.1138, 0.0908, 0.0898, 0.1202, 0.0956, 0.0748, 0.0783, 0.0585, 0.0536, 0.0748, 0.0769, 0.0962, 0.0719, 0.0721, 0.0427, -0.2217, -0.2162, -0.2258, 0.6628, -0.3286, -0.3347, -0.2394, 0.1161, 0.1202, 0.1198, 0.1193, 0.0988, 0.1075, 0.1046, 0.1064, -0.2104, -0.2216, -0.2314, 0.6738, -0.3239, -0.3463, -0.2312, 0.1210, 0.1238, 0.1143, 0.1095, 0.0964, 0.1004, 0.0691, 0.1129, -0.2224, -0.2185, -0.2247, 0.6634, -0.3285, -0.3217, -0.2283, 0.1153, 0.1207, 0.1164, 0.1131, 0.1018, 0.1037, 0.1104, 0.1095, -0.2212, -0.2171, -0.2182, 0.6631, -0.3324, -0.3350, -0.2393, 0.1165, 0.1188, 0.1234, 0.0959, 0.1055, 0.1045, 0.1039, 0.1067, -0.2245, -0.2180, -0.2199, 0.6652, -0.3174, -0.3312, -0.2297, 0.1143, 0.1182, 0.1176, 0.1119, 0.1047, 0.1046, 0.1093, 0.1115], "total_charge": -1, "spin_multiplicity": 1, "homo_lumo_gap_ev": 7.427, "total_energy_ha": -6158.6024, "lumo_energy_ev": 1.388, "e_homo_ev": -6.04}

2.
{"formula": "C60H126O32P2S12", "method": "wB97M-V/def2-TZVPD", "symbols": ["C", "C", "C", "S", "O", "O", "C", "H", "H", "H", "H", "H", "H", "H", "H", "C", "C", "C", "S", "O", "O", "C", "H", "H", "H", "H", "H", "H", "H", "H", "C", "C", "C", "S", "O", "O", "C", "H", "H", "H", "H", "H", "H", "H", "H", "C", "C", "C", "S", "O", "O", "C", "H", "H", "H", "H", "H", "H", "H", "H", "C", "C", "C", "S", "O", "O", "C", "H", "H", "H", "H", "H", "H", "H", "H", "C", "C", "C", "S", "O", "O", "C", "H", "H", "H", "H", "H", "H", "H", "H", "C", "C", "C", "S", "O", "O", "C", "H", "H", "H", "H", "H", "H", "H", "H", "C", "C", "C", "S", "O", "O", "C", "H", "H", "H", "H", "H", "H", "H", "H", "C", "C", "C", "S", "O", "O", "C", "H", "H", "H", "H", "H", "H", "H", "H", "C", "C", "C", "S", "O", "O", "C", "H", "H", "H", "H", "H", "H", "H", "H", "C", "C", "C", "S", "O", "O", "C", "H", "H", "H", "H", "H", "H", "H", "H", "C", "C", "C", "S", "O", "O", "C", "H", "H", "H", "H", "H", "H", "H", "H", "C", "C", "O", "P", "O", "O", "C", "C", "O", "C", "C", "H", "H", "H", "H", "H", "H", "H", "H", "H", "H", "H", "H", "H", "H", "H", "C", "C", "O", "P", "O", "O", "C", "C", "O", "C", "C", "H", "H", "H", "H", "H", "H", "H", "H", "H", "H", "H", "H", "H", "H", "H"], "positions_angstrom": [[-0.323, 0.761, -0.200], [-1.139, -0.507, -0.365], [-0.365, -1.533, 0.430], [0.402, -0.723, 1.959], [1.857, -1.018, 1.892], [-0.434, -0.921, 3.126], [0.135, 0.906, 1.303], [-0.864, 1.659, -0.499], [0.607, 0.746, -0.770], [-1.012, -0.916, -1.367], [-2.197, -0.350, -0.158], [0.574, -1.809, -0.050], [-0.899, -2.468, 0.601], [1.124, 1.323, 1.491], [-0.470, 1.524, 1.966], [-0.717, 0.656, 7.840], [0.135, 0.490, 9.072], [1.607, 0.039, 8.623], [1.663, -0.245, 6.786], [2.129, -1.591, 6.465], [2.285, 0.893, 6.108], [-0.184, -0.167, 6.630], [-0.574, 1.724, 7.680], [-1.686, 0.384, 8.258], [-0.319, -0.229, 9.754], [0.160, 1.375, 9.707], [1.630, -1.020, 8.883], [2.510, 0.468, 9.056], [-0.700, -1.119, 6.757], [-0.347, 0.233, 5.629], [-1.191, -1.241, -7.665], [-0.738, -1.748, -6.315], [-0.667, -0.654, -5.278], [-2.285, 0.192, -5.451], [-2.158, 1.612, -5.049], [-3.258, -0.749, -4.852], [-2.242, -0.148, -7.328], [-1.638, -2.020, -8.283], [-0.317, -0.863, -8.195], [0.228, -2.251, -6.269], [-1.255, -2.664, -6.027], [0.158, 0.005, -5.550], [-0.460, -0.942, -4.248], [-1.962, 0.811, -7.763], [-3.279, -0.283, -7.637], [-2.070, -5.531, -2.751], [-1.149, -4.270, -2.592], [0.331, -4.755, -2.605], [0.351, -6.053, -3.921], [0.991, -7.221, -3.308], [0.831, -5.443, -5.153], [-1.494, -6.249, -4.034], [-3.120, -5.257, -2.847], [-2.064, -6.181, -1.875], [-1.231, -3.820, -1.602], [-1.425, -3.496, -3.307], [0.476, -5.359, -1.709], [1.151, -4.051, -2.742], [-1.623, -7.316, -4.212], [-1.775, -5.786, -4.980], [-1.976, -4.624, 3.814], [-2.761, -5.868, 3.805], [-2.927, -6.329, 2.333], [-2.745, -4.813, 1.295], [-3.967, -4.497, 0.620], [-1.426, -4.885, 0.601], [-2.562, -3.704, 2.740], [-0.931, -4.827, 3.578], [-2.037, -4.221, 4.825], [-3.726, -5.718, 4.289], [-2.259, -6.743, 4.218], [-3.920, -6.711, 2.098], [-2.182, -7.016, 1.931], [-3.609, -3.444, 2.894], [-2.060, -2.762, 2.519], [3.165, -3.851, 3.711], [1.796, -4.516, 3.903], [1.404, -5.085, 2.564], [2.936, -5.804, 1.806], [2.759, -5.463, 0.386], [3.088, -7.152, 2.348], [4.079, -4.585, 2.651], [3.726, -3.634, 4.621], [2.925, -2.842, 3.379], [1.063, -3.719, 4.026], [1.678, -5.236, 4.712], [1.048, -4.297, 1.901], [0.773, -5.972, 2.516], [4.327, -3.909, 1.832], [5.054, -4.987, 2.925], [4.159, 2.643, 0.154], [3.490, 3.959, -0.244], [3.773, 5.008, 0.810], [5.612, 4.701, 1.114], [5.955, 4.741, 2.540], [6.340, 5.530, 0.129], [5.570, 2.961, 0.438], [4.204, 1.889, -0.633], [3.638, 2.193, 0.999], [2.440, 3.734, -0.431], [3.869, 4.227, -1.230], [3.267, 4.564, 1.668], [3.519, 6.040, 0.570], [6.108, 2.247, 1.061], [6.137, 2.944, -0.493], [0.536, 3.690, -2.548], [-0.652, 4.369, -3.250], [-0.312, 4.737, -4.732], [1.010, 3.717, -5.286], [2.205, 4.532, -5.675], [0.522, 2.622, -6.147], [1.226, 2.918, -3.595], [0.241, 3.051, -1.716], [1.169, 4.500, -2.184], [-1.044, 5.243, -2.730], [-1.447, 3.625, -3.272], [0.040, 5.767, -4.790], [-1.111, 4.595, -5.458], [2.175, 2.419, -3.397], [0.577, 2.042, -3.584], [-3.227, -1.068, 5.199], [-4.555, -1.804, 5.035], [-5.186, -1.138, 3.762], [-4.219, 0.380, 3.329], [-5.132, 1.562, 3.148], [-3.122, 0.165, 2.374], [-3.478, 0.395, 4.941], [-2.442, -1.421, 4.531], [-2.918, -1.167, 6.240], [-5.196, -1.711, 5.912], [-4.356, -2.866, 4.891], [-6.163, -0.659, 3.838], [-5.163, -1.681, 2.817], [-4.304, 0.844, 5.494], [-2.648, 1.099, 5.003], [5.132, 0.052, 3.048], [5.820, -1.211, 3.524], [7.235, -0.810, 3.899], [7.283, 1.063, 3.956], [7.881, 1.593, 2.696], [7.772, 1.401, 5.266], [5.475, 1.268, 3.887], [4.051, -0.087, 3.093], [5.485, 0.195, 2.027], [5.840, -1.880, 2.663], [5.205, -1.719, 4.266], [8.045, -1.077, 3.221], [7.439, -1.177, 4.905], [5.256, 2.314, 3.668], [5.124, 1.004, 4.884], [-3.615, 5.880, -0.598], [-3.703, 4.415, -0.918], [-3.213, 3.593, 0.292], [-1.853, 4.675, 1.134], [-0.491, 4.169, 0.904], [-2.315, 4.939, 2.530], [-2.268, 6.124, 0.072], [-4.459, 6.172, 0.027], [-3.837, 6.560, -1.421], [-3.100, 4.178, -1.795], [-4.713, 4.198, -1.264], [-2.804, 2.593, 0.145], [-3.942, 3.467, 1.094], [-1.530, 6.033, -0.724], [-1.955, 7.023, 0.604], [2.832, 5.870, 4.121], [3.022, 5.358, 5.534], [2.536, 3.885, 5.658], [1.679, 3.368, 4.031], [0.380, 2.744, 4.253], [2.678, 2.785, 3.126], [1.554, 5.198, 3.476], [3.762, 5.528, 3.666], [2.955, 6.936, 3.932], [2.489, 5.970, 6.262], [4.068, 5.575, 5.749], [1.651, 3.765, 6.282], [3.300, 3.148, 5.906], [0.679, 5.605, 3.982], [1.367, 5.312, 2.408], [-10.318, 1.964, -4.139], [-9.869, 2.828, -2.904], [-8.472, 2.723, -2.619], [-7.331, 3.280, -3.526], [-7.396, 4.783, -3.862], [-5.945, 2.778, -2.874], [-5.891, 1.686, -1.990], [-4.516, 0.912, -1.968], [-7.435, 2.373, -4.879], [-6.832, 2.885, -6.129], [-5.325, 2.911, -5.927], [-9.809, 1.001, -4.095], [-11.386, 1.788, -4.266], [-9.993, 2.460, -5.053], [-10.152, 3.879, -2.977], [-10.408, 2.348, -2.087], [-6.284, 2.030, -1.033], [-6.648, 0.976, -2.323], [-3.795, 1.729, -1.925], [-4.517, 0.075, -1.270], [-4.336, 0.389, -2.907], [-6.894, 2.091, -6.874], [-7.323, 3.823, -6.388], [-5.015, 3.693, -5.235], [-4.896, 1.938, -5.687], [-4.860, 3.219, -6.863], [3.683, -5.374, -6.558], [3.654, -3.861, -6.292], [3.876, -3.715, -4.919], [3.343, -2.406, -4.107], [1.994, -1.953, -4.448], [3.544, -2.941, -2.525], [3.398, -2.067, -1.466], [4.739, -1.720, -0.786], [4.613, -1.444, -4.312], [5.987, -1.842, -4.055], [6.804, -2.152, -5.279], [4.715, -5.632, -6.321], [3.016, -5.979, -5.943], [3.438, -5.620, -7.591], [4.303, -3.215, -6.883], [2.645, -3.511, -6.509], [2.862, -1.181, -1.807], [2.641, -2.446, -0.779], [5.101, -0.852, -1.338], [4.498, -1.421, 0.234], [5.513, -2.484, -0.713], [6.421, -1.005, -3.510], [6.031, -2.704, -3.389], [6.481, -3.064, -5.782], [6.754, -1.369, -6.036], [7.851, -2.360, -5.061]], "lowdin_charge": [-0.1788, -0.1935, -0.1885, 0.7306, -0.3489, -0.3473, -0.2120, 0.0795, 0.1121, 0.1125, 0.1022, 0.0789, 0.0677, 0.0748, 0.0872, -0.2222, -0.2122, -0.1691, 0.7192, -0.3395, -0.3390, -0.1927, 0.1153, 0.1129, 0.1032, 0.1080, 0.0794, 0.1004, 0.0925, 0.0747, -0.1791, -0.2645, -0.2377, 0.7400, -0.3685, -0.3648, -0.1727, 0.1138, 0.1174, 0.0959, 0.1126, 0.0944, 0.0890, 0.0900, 0.0912, -0.1743, -0.2027, -0.1803, 0.7148, -0.3416, -0.3529, -0.1908, 0.1080, 0.0990, 0.0701, 0.1050, 0.0898, 0.0789, 0.0901, 0.0889, -0.2253, -0.2163, -0.1817, 0.7181, -0.3193, -0.3540, -0.2006, 0.0897, 0.1223, 0.1203, 0.1226, 0.0991, 0.1027, 0.0762, 0.0780, -0.1934, -0.2211, -0.2453, 0.7344, -0.3546, -0.3369, -0.1681, 0.1036, 0.0830, 0.0965, 0.1210, 0.0933, 0.0945, 0.0687, 0.0967, -0.2407, -0.2335, -0.1790, 0.7653, -0.3499, -0.3559, -0.2101, 0.1153, 0.0927, 0.0941, 0.1209, 0.0465, 0.1161, 0.0728, 0.1104, -0.2437, -0.1807, -0.2175, 0.7542, -0.3533, -0.3596, -0.2097, 0.0883, 0.1078, 0.0958, 0.0932, 0.1036, 0.1067, 0.1098, 0.0899, -0.2431, -0.1697, -0.1778, 0.7325, -0.3588, -0.3410, -0.2367, 0.0896, 0.1049, 0.1183, 0.0905, 0.0932, 0.0919, 0.1118, 0.1155, -0.2526, -0.2178, -0.1824, 0.7271, -0.3495, -0.3412, -0.2042, 0.1043, 0.1003, 0.1020, 0.1072, 0.0997, 0.0970, 0.0877, 0.1037, -0.2193, -0.2155, -0.1451, 0.7561, -0.3604, -0.3629, -0.2101, 0.1196, 0.1250, 0.0946, 0.1054, 0.0697, 0.0911, 0.0737, 0.1072, -0.2191, -0.2104, -0.1657, 0.7396, -0.3434, -0.3597, -0.1680, 0.0747, 0.1213, 0.1057, 0.1163, 0.0813, 0.0815, 0.0943, 0.0683, -0.0659, -0.2143, -0.1845, 0.4721, -0.2826, -0.2016, -0.2635, -0.0216, -0.2256, -0.2125, -0.0937, 0.0768, 0.0733, 0.0611, 0.1188, 0.1120, 0.1154, 0.1065, 0.0557, 0.0793, 0.0480, 0.1138, 0.1172, 0.0713, 0.0662, 0.0798, -0.0552, -0.2927, -0.1933, 0.5317, -0.2032, -0.1933, -0.3078, -0.0388, -0.1856, -0.2543, -0.0710, 0.0730, 0.0569, 0.0783, 0.1162, 0.0968, 0.1067, 0.0971, 0.0638, 0.0552, 0.0850, 0.1161, 0.1142, 0.0657, 0.0845, 0.0841], "total_charge": 0, "spin_multiplicity": 1, "homo_lumo_gap_ev": 9.368, "total_energy_ha": -10230.2554, "lumo_energy_ev": -0.265, "e_homo_ev": -9.63}

- What is the formula in the second record?
  C60H126O32P2S12